1.
Entry from OMol25: C3H5LiO4V as an isolated structure (wB97M-V/def2-TZVPD).

Geometry as ORCA input:
```
! wB97M-V def2-TZVPD RIJCOSX def2/J DEFGRID3
* xyz 1 5
V 1.4038 -0.7819 -0.0646
O 0.9509 0.7537 0.8861
C -0.1562 1.4150 1.0607
H -0.3835 2.1393 0.2525
H -0.5856 1.6260 2.0565
C -1.5306 -0.0740 0.3089
O -2.4338 -0.9938 -0.3853
C -2.1085 -1.3114 -1.6240
O -0.9346 -1.4315 -1.9316
O -3.0665 -0.7534 -2.3644
Li -3.9709 0.7028 -0.1132
H -1.1746 -0.8305 1.0321
H -1.0595 0.4436 -0.5450
H -2.7391 -0.5398 -3.2484
*
```

As for the expectation value of S²: 6.010. The calculation puts the electronic energy at -37261.9620 eV. The value obtained for the maximum force is 5.37 eV Å⁻¹. The highest occupied orbital energy (spin up / spin down) is -10.1 / -11.6 eV. The molar mass comes out at 163.0 g mol⁻¹. Its LUMO energy (spin up / spin down) is -4.315 / -4.268 eV. The energy above the lowest of the compared OMol25 structures with the same formula, charge and spin is 32.7 kcal/mol. The calculation puts the gap between HOMO and LUMO (spin up / spin down) at 5.82 / 7.33 eV.



2.
Entry from OMol25: the molecule C3H5N (wB97M-V/def2-TZVPD).

Geometry as ORCA input:
```
! wB97M-V def2-TZVPD RIJCOSX def2/J DEFGRID3
* xyz 0 1
N -2.0334 -0.0048 0.0376
C -0.6373 -0.0197 -0.1494
C 0.5421 -0.8861 0.0410
C 0.6752 0.6120 -0.0399
H -2.4185 0.8683 -0.0163
H 0.7781 -1.4025 1.0066
H 1.0216 -1.3186 -0.8815
H 0.9458 1.2679 -0.8671
H 1.1263 0.8834 0.8691
*
```

The calculation puts the electronic energy at -4678.6998 eV. The value obtained for the maximum force is 8.92 eV Å⁻¹. The highest occupied orbital energy is -9.7 eV. The molar mass comes out at 55.1 g mol⁻¹. Its structure (SMILES) is N=C1CC1. Its LUMO energy is 0.519 eV. The energy above the lowest of the compared OMol25 structures with the same formula, charge and spin is 72.8 kcal/mol. The calculation puts the gap between HOMO and LUMO at 10.21 eV.



3.
Entry from OMol25: the molecule C3H5N (wB97M-V/def2-TZVPD).

Geometry as ORCA input:
```
! wB97M-V def2-TZVPD RIJCOSX def2/J DEFGRID3
* xyz 0 1
H -2.8473 0.4750 -0.1665
N -2.2435 -0.3534 0.0035
C -1.0976 0.1668 0.0332
C 0.3307 -0.7241 -0.0589
C 1.4368 -0.0400 0.0254
H -0.9431 1.2093 -0.0454
H 0.2043 -1.7633 -0.0005
H 2.4159 -0.5156 0.0126
H 1.5780 1.0783 0.1797
*
```

The calculation puts the electronic energy at -4680.1165 eV. The value obtained for the maximum force is 5.63 eV Å⁻¹. The highest occupied orbital energy is -10.2 eV. The molar mass comes out at 55.1 g mol⁻¹. Its structure (SMILES) is [H]/N=C/C=C. Its LUMO energy is 1.106 eV. The energy above the lowest of the compared OMol25 structures with the same formula, charge and spin is 40.1 kcal/mol. The calculation puts the gap between HOMO and LUMO at 11.26 eV.



The highest energy above the lowest of the compared OMol25 structures with the same formula, charge and spin belongs to which entry?
number 2



What is the maximum force in the third record?
5.63 eV Å⁻¹



Number 2 is which compound?
C3H5N



Number 1 is which compound?
C3H5LiO4V